# C24H25BrN4O5Pt

A structure of composition C24H25BrN4O5Pt (the ωB97M-V functional and the def2-TZVPD basis, the Open Molecules 2025 dataset).

ORCA input file:
```
! wB97M-V def2-TZVPD RIJCOSX def2/J DEFGRID3
* xyz 0 1
Pt 0.781 -0.800 -0.301
O -1.102 2.504 -1.653
C -1.721 2.128 -2.779
C -2.505 3.058 -3.466
C -3.144 2.701 -4.636
C -3.023 1.418 -5.150
C -2.263 0.486 -4.468
C -1.620 0.829 -3.290
C -0.877 -0.220 -2.482
O 0.300 0.225 -1.959
N -1.764 -0.625 -1.402
N -1.136 -1.364 -0.424
C -1.853 -1.683 0.651
C -1.373 -2.317 1.751
Br 1.139 -2.206 1.573
C -1.831 -2.972 2.817
C -3.183 -3.489 2.831
C -3.890 -3.449 4.040
C -5.260 -3.616 4.043
C -5.934 -3.875 2.857
C -5.225 -4.039 1.675
C -3.860 -3.845 1.659
H -0.464 1.808 -1.391
H -2.599 4.056 -3.063
H -3.743 3.434 -5.157
H -3.525 1.147 -6.068
H -2.166 -0.519 -4.851
H -0.686 -1.090 -3.151
H -2.697 -0.930 -1.659
H -2.865 -1.271 0.715
H -1.247 -3.020 3.723
H -3.362 -3.239 4.959
H -5.802 -3.542 4.974
H -7.008 -3.963 2.855
H -5.738 -4.314 0.764
H -3.290 -3.979 0.751
C 3.592 3.144 -1.370
C 3.834 3.246 0.133
C 3.907 1.858 0.811
C 4.079 2.017 2.339
C 4.097 0.676 3.068
C 5.133 1.139 0.281
O 6.253 1.564 0.424
N 4.916 -0.045 -0.381
C 3.693 -0.642 -0.648
O 3.597 -1.691 -1.247
N 2.603 0.005 -0.176
C 2.600 1.143 0.545
O 1.524 1.555 0.962
H 3.543 4.141 -1.803
H 2.652 2.634 -1.579
H 4.397 2.599 -1.861
H 3.020 3.806 0.597
H 4.777 3.764 0.321
H 3.250 2.623 2.711
H 5.018 2.545 2.518
H 3.160 0.139 2.925
H 4.232 0.843 4.135
H 4.915 0.048 2.718
H 5.741 -0.535 -0.711
*
```

Calculated values
E_LUMO (alpha / beta) in eV: -2.67 / -2.67

# C3H3ClOS

An isolated molecule of C3H3ClOS (the ωB97M-V functional and the def2-TZVPD basis, the Open Molecules 2025 dataset).

ORCA input file:
```
! wB97M-V def2-TZVPD RIJCOSX def2/J DEFGRID3
* xyz 0 1
C 0.655 -0.623 -0.222
C -0.398 0.132 -0.890
C -1.200 1.065 -0.460
H 0.120 -0.035 1.517
H -0.528 -0.057 -1.904
H -1.767 1.617 -1.135
O 0.848 -0.424 1.020
S 1.460 -1.723 -1.125
Cl -1.312 1.529 1.223
*
```

Calculated values
E_LUMO in eV: -0.48

# C3H6IO2P

A cluster of 2 separate species, C3H6IO2P in total (the ωB97M-V functional and the def2-TZVPD basis, the Open Molecules 2025 dataset).

ORCA input file:
```
! wB97M-V def2-TZVPD RIJCOSX def2/J DEFGRID3
* xyz 0 1
C 2.446 -1.143 -0.292
C -1.816 -0.925 -1.145
C 0.056 1.519 1.333
O 2.804 -2.222 -0.471
O -1.347 0.116 -0.255
P -0.423 -0.212 1.081
I 3.855 0.615 -0.244
H -1.004 -1.695 -1.167
H -2.050 -0.436 -2.124
H -2.706 -1.407 -0.884
H -0.194 1.902 2.291
H -0.685 2.168 0.928
H 1.063 1.721 0.948
*
```

Calculated values
E_LUMO (alpha / beta) in eV: -0.46 / -1.93

# C62H116F30N11O24S10

A structure of composition C62H116F30N11O24S10 (the ωB97M-V functional and the def2-TZVPD basis, the Open Molecules 2025 dataset).

ORCA input file:
```
! wB97M-V def2-TZVPD RIJCOSX def2/J DEFGRID3
* xyz 1 1
C 6.621 1.001 2.754
C 5.169 0.581 3.164
C 5.160 0.378 4.686
C 5.140 1.691 5.463
C 3.865 2.475 5.275
C 3.645 2.934 3.745
N 4.237 1.697 2.690
O 3.769 1.814 1.620
C 4.507 4.182 3.441
C 2.136 3.058 3.318
C 4.678 -0.647 2.456
H 6.542 1.396 1.732
H 7.227 0.045 2.697
H 7.269 1.637 3.416
H 6.116 -0.050 4.930
H 4.302 -0.225 5.028
H 5.982 2.320 5.202
H 5.283 1.538 6.549
H 3.951 3.289 5.959
H 2.966 1.922 5.504
H 4.523 4.256 2.380
H 5.470 4.054 3.954
H 3.970 5.070 3.824
H 2.131 3.454 2.294
H 1.545 3.712 3.950
H 1.746 2.012 3.357
H 3.701 -0.796 2.889
H 5.380 -1.461 2.660
H 4.597 -0.476 1.352
C -0.977 0.700 1.112
C -1.523 -0.124 -0.047
C -0.712 0.217 -1.351
C 0.750 -0.304 -1.259
C 0.866 -1.828 -0.961
C 0.044 -2.310 0.262
N -1.362 -1.654 0.292
O -2.350 -2.360 0.569
C 0.698 -1.954 1.600
C -0.145 -3.791 0.204
C -3.009 0.042 -0.204
H 0.104 0.726 1.128
H -1.361 0.349 2.084
H -1.297 1.702 0.809
H -0.674 1.286 -1.350
H -1.210 -0.240 -2.206
H 1.213 0.269 -0.435
H 1.401 -0.088 -2.152
H 1.932 -1.989 -0.742
H 0.529 -2.400 -1.831
H 0.735 -0.886 1.853
H 1.743 -2.312 1.684
H 0.121 -2.432 2.400
H -0.740 -4.138 -0.618
H -0.746 -4.035 1.046
H 0.773 -4.344 0.097
H -3.452 -0.370 0.666
H -3.349 -0.425 -1.144
H -3.234 1.120 -0.273
C 3.814 -0.923 -3.808
C 3.737 0.546 -4.263
C 3.845 0.567 -5.774
N 4.054 1.914 -6.522
C 4.359 1.563 -7.895
C 4.266 2.642 -8.869
C 2.966 3.416 -8.661
C 2.831 3.883 -7.288
C 2.894 2.746 -6.303
C 5.155 2.658 -5.909
H 3.722 -0.975 -2.688
H 4.811 -1.307 -4.150
H 3.075 -1.534 -4.254
H 4.439 1.136 -3.708
H 2.731 0.929 -3.987
H 2.930 0.188 -6.211
H 4.688 -0.109 -6.102
H 3.606 0.794 -8.176
H 5.365 1.073 -7.847
H 4.316 2.293 -9.919
H 5.089 3.402 -8.899
H 2.110 2.770 -8.923
H 2.913 4.280 -9.271
H 1.855 4.252 -7.199
H 3.484 4.728 -7.085
H 2.017 2.111 -6.471
H 2.947 3.162 -5.292
H 4.896 2.894 -4.869
H 5.275 3.559 -6.478
H 6.064 2.088 -5.892
C -8.866 -2.699 1.939
C -8.304 -1.739 0.897
C -8.396 -2.300 -0.478
N -8.162 -1.426 -1.685
C -6.682 -1.188 -1.765
C -6.446 -0.382 -3.051
C -6.685 -1.338 -4.232
C -8.174 -1.742 -4.160
C -8.642 -2.215 -2.805
C -8.887 -0.098 -1.530
H -8.518 -3.699 1.766
H -9.958 -2.735 1.885
H -8.595 -2.395 2.940
H -7.240 -1.501 1.045
H -8.944 -0.876 0.989
H -9.374 -2.715 -0.778
H -7.727 -3.151 -0.606
H -6.215 -2.121 -1.878
H -6.321 -0.689 -0.829
H -5.430 -0.001 -2.981
H -7.078 0.523 -3.035
H -6.077 -2.222 -3.986
H -6.381 -0.932 -5.222
H -8.372 -2.486 -4.920
H -8.783 -0.864 -4.348
H -8.411 -3.244 -2.514
H -9.699 -2.097 -2.716
H -9.869 -0.311 -1.088
H -9.022 0.260 -2.531
H -8.320 0.561 -0.887
C 0.604 -6.779 5.597
C 1.063 -5.773 4.486
N 2.496 -5.338 4.535
C 2.652 -4.208 3.513
C 2.774 -4.768 5.965
C 4.064 -3.946 6.024
C 3.470 -6.504 4.256
C 3.355 -7.131 2.899
O 2.216 -7.999 2.726
C 2.161 -8.533 1.417
H 1.241 -7.665 5.627
H -0.412 -7.125 5.428
H 0.697 -6.211 6.546
H 0.525 -4.838 4.518
H 0.816 -6.100 3.482
H 2.141 -3.331 3.907
H 2.232 -4.511 2.559
H 3.734 -3.942 3.250
H 2.820 -5.614 6.589
H 1.907 -4.194 6.163
H 4.905 -4.535 5.665
H 4.247 -3.567 7.038
H 4.035 -3.077 5.347
H 3.246 -7.168 5.087
H 4.425 -6.049 4.379
H 4.251 -7.714 2.665
H 3.387 -6.304 2.157
H 1.484 -9.380 1.447
H 3.101 -8.921 1.067
H 1.824 -7.775 0.681
C -0.051 8.571 -1.170
C -0.623 7.167 -1.041
N -2.130 7.048 -1.380
C -2.962 7.769 -0.255
C -2.336 7.569 -2.792
C -3.746 7.358 -3.357
C -2.423 5.491 -1.429
C -1.966 4.701 -0.223
O -2.586 5.268 0.861
C -2.479 4.631 2.142
H 1.048 8.530 -1.042
H -0.462 9.183 -0.405
H -0.207 9.000 -2.137
H -0.564 6.711 -0.051
H -0.093 6.481 -1.684
H -2.980 8.830 -0.507
H -2.522 7.714 0.739
H -3.973 7.384 -0.159
H -1.551 6.995 -3.372
H -2.053 8.636 -2.793
H -4.096 6.337 -3.144
H -3.718 7.436 -4.440
H -4.512 8.044 -2.958
H -1.999 5.236 -2.447
H -3.501 5.442 -1.449
H -0.857 4.720 -0.086
H -2.327 3.687 -0.511
H -3.066 3.724 2.092
H -2.832 5.372 2.830
H -1.401 4.402 2.367
C -6.944 2.073 2.374
F -7.045 0.987 3.152
F -8.146 2.123 1.695
F -6.814 3.219 3.090
S -5.543 2.022 1.199
O -4.513 1.987 2.150
O -5.791 0.877 0.391
N -5.361 3.290 0.325
S -6.189 3.763 -0.976
O -5.250 4.414 -1.838
O -7.073 2.761 -1.493
C -7.255 4.988 -0.194
F -6.590 6.151 0.110
F -8.288 5.518 -1.030
F -7.715 4.558 0.901
C 4.645 -4.369 -1.369
F 5.887 -4.625 -1.834
F 3.987 -3.944 -2.419
F 4.133 -5.506 -0.861
S 4.765 -3.110 -0.076
O 5.188 -1.929 -0.776
O 3.401 -3.221 0.439
N 5.770 -3.507 0.968
S 7.378 -3.539 1.146
O 8.078 -3.895 -0.066
O 7.786 -2.480 1.982
C 7.446 -5.038 2.297
F 6.693 -4.626 3.372
F 6.948 -6.060 1.668
F 8.682 -5.485 2.717
C -2.564 -2.104 -4.484
F -2.920 -1.161 -3.615
F -3.366 -2.018 -5.505
F -1.298 -1.642 -5.012
S -2.551 -3.802 -3.709
O -2.467 -4.806 -4.751
O -1.449 -3.611 -2.770
N -4.008 -3.639 -2.931
S -5.035 -4.796 -2.628
O -6.386 -4.250 -2.752
O -4.726 -6.133 -3.048
C -4.934 -4.897 -0.754
F -4.910 -3.602 -0.270
F -5.925 -5.598 -0.158
F -3.774 -5.486 -0.346
C 5.952 1.178 -1.213
F 4.738 0.698 -0.908
F 6.902 0.475 -0.358
F 6.222 0.920 -2.503
S 6.099 3.037 -1.056
O 5.626 3.222 0.288
O 7.406 3.420 -1.496
N 4.902 3.361 -2.152
S 4.069 4.728 -2.346
O 4.668 5.854 -1.734
O 3.410 4.786 -3.615
C 2.710 4.298 -1.239
F 2.996 4.057 -0.006
F 1.785 5.369 -1.301
F 1.937 3.318 -1.713
C 0.954 -0.747 7.042
F 1.899 0.185 7.207
F 1.392 -1.783 7.698
F -0.148 -0.262 7.564
S 0.772 -1.062 5.236
O 0.375 0.152 4.507
O 2.144 -1.557 4.949
N -0.289 -2.208 5.111
S -1.920 -1.859 5.025
O -2.551 -1.626 6.266
O -2.117 -0.980 3.986
C -2.305 -3.532 4.439
F -1.821 -4.514 5.173
F -3.589 -3.806 4.139
F -1.738 -3.627 3.234
*
```

Calculated values
E_LUMO in eV: -4.09

# H27O13

A cluster of 13 separate species, H27O13 in total (the ωB97M-V functional and the def2-TZVPD basis, the Open Molecules 2025 dataset).

ORCA input file:
```
! wB97M-V def2-TZVPD RIJCOSX def2/J DEFGRID3
* xyz 1 1
O 1.326 1.847 -2.336
H -1.113 0.892 -1.031
H 0.021 0.985 2.218
O -0.017 -1.500 -3.207
H -1.464 -0.414 -0.396
H -2.533 3.377 1.051
O -3.624 -1.496 -1.275
H -0.189 -0.983 -4.019
O -2.460 2.466 1.249
H 0.430 2.455 1.656
H -3.077 2.367 1.896
O 0.564 1.532 1.735
H 1.937 2.473 -2.667
H -1.563 0.155 2.143
O -1.012 0.168 3.023
H -0.605 -1.289 -2.454
H -0.569 -0.693 2.963
O 2.791 0.954 0.792
H -1.465 1.999 -3.351
H 2.661 0.870 -0.233
O -2.332 -1.917 2.858
H -3.016 -1.728 2.221
H 1.328 1.075 1.036
O 1.584 -2.625 3.074
H 4.030 -1.407 1.401
H 1.877 -3.425 2.585
O 2.812 -0.768 -2.619
H 3.249 -0.248 -1.951
H 2.836 -1.655 -2.227
O -1.019 0.433 -0.308
H -2.249 -2.828 2.782
H 0.871 1.212 -2.578
O 3.863 -0.944 0.619
H 2.052 -2.066 3.589
H 2.761 -0.219 1.006
O -2.192 1.667 -3.032
H -3.666 -1.441 -2.287
H -3.085 2.196 -2.843
H 4.591 -0.577 0.117
H -4.337 -0.900 -1.201
*
```

Calculated values
E_LUMO in eV: -2.87

- Number 4 is which compound?
  C62H116F30N11O24S10

What did the fifth record say?
# H27O13

A cluster of 13 separate species, H27O13 in total (the ωB97M-V functional and the def2-TZVPD basis, the Open Molecules 2025 dataset).

ORCA input file:
```
! wB97M-V def2-TZVPD RIJCOSX def2/J DEFGRID3
* xyz 1 1
O 1.326 1.847 -2.336
H -1.113 0.892 -1.031
H 0.021 0.985 2.218
O -0.017 -1.500 -3.207
H -1.464 -0.414 -0.396
H -2.533 3.377 1.051
O -3.624 -1.496 -1.275
H -0.189 -0.983 -4.019
O -2.460 2.466 1.249
H 0.430 2.455 1.656
H -3.077 2.367 1.896
O 0.564 1.532 1.735
H 1.937 2.473 -2.667
H -1.563 0.155 2.143
O -1.012 0.168 3.023
H -0.605 -1.289 -2.454
H -0.569 -0.693 2.963
O 2.791 0.954 0.792
H -1.465 1.999 -3.351
H 2.661 0.870 -0.233
O -2.332 -1.917 2.858
H -3.016 -1.728 2.221
H 1.328 1.075 1.036
O 1.584 -2.625 3.074
H 4.030 -1.407 1.401
H 1.877 -3.425 2.585
O 2.812 -0.768 -2.619
H 3.249 -0.248 -1.951
H 2.836 -1.655 -2.227
O -1.019 0.433 -0.308
H -2.249 -2.828 2.782
H 0.871 1.212 -2.578
O 3.863 -0.944 0.619
H 2.052 -2.066 3.589
H 2.761 -0.219 1.006
O -2.192 1.667 -3.032
H -3.666 -1.441 -2.287
H -3.085 2.196 -2.843
H 4.591 -0.577 0.117
H -4.337 -0.900 -1.201
*
```

Calculated values
E_LUMO in eV: -2.87